Computed, not measured: a cluster of 2 separate species, C5H12N in total, with ωB97M-V/def2-TZVPD.

Net charge: +1
Highest occupied orbital energy (eV): -14.0
Calculated total energy (eV): -6861.5724
ΔE to the lowest compared entry with this formula, charge and spin (eV): 1.986
Max |F| (eV/Å): 0.6

Each line ends with the Mulliken charge.
CARTESIAN COORDINATES (ANGSTROEM)
C  -1.6964  -1.1112  -0.2377  0.080
C  -2.6278  -1.9372  0.1788  -0.675
N  -0.3346  -1.1397  0.3267  -0.146
H  -1.8367  -0.3347  -0.9742  0.374
H  -3.6129  -1.9117  -0.2659  0.265
H  -2.4458  -2.6467  0.9762  0.242
H  -0.3196  -1.4838  1.2884  0.426
H  0.3022  -1.7213  -0.2234  0.413
H  0.0577  -0.1806  0.3191  -0.114
C  2.3411  0.7377  -0.1877  -1.169
C  1.2398  1.6862  -0.5419  0.299
C  0.1707  2.0055  0.1802  -1.006
H  3.3101  1.2173  -0.3571  0.365
H  2.3261  0.4661  0.8673  0.377
H  2.3401  -0.1519  -0.8178  0.279
H  1.3098  2.1202  -1.5328  0.283
H  -0.5249  2.7431  -0.1924  0.288
H  0.0013  1.6426  1.1941  0.420